A structure of composition C28H54FeN5O2P2S2Sb in a non-equilibrium geometry, computed with ωB97M-V/def2-TZVPD.

As for the charge: +3. As for the spin multiplicity: 6. As for the calculated total energy: -122606.930 eV. The LUMO energy (spin up / spin down) is -7.6 / -8.9 eV. The energy relative to the best compared isomer or geometry (same formula, charge and spin) comes out at 0.557 eV. Its HOMO energy (spin up / spin down) is -14.322 / -14.322 eV.

Element x y z (Å)
Fe  13.34726  11.14353  9.69344
C  10.82562  11.34768  11.60148
N  12.03184  10.48783  11.61815
C  11.63973  9.10808  11.81482
C  12.93682  10.85708  12.73901
C  13.84702  12.03087  12.45311
C  14.39183  12.77838  13.47855
C  15.21528  13.86353  13.22614
C  15.55450  14.18492  11.90600
C  15.01614  13.42329  10.87400
C  14.14990  12.35625  11.10538
H  10.15389  11.10582  12.43005
H  10.32152  11.28010  10.61334
H  11.13141  12.39866  11.73760
H  11.11441  8.95520  12.77499
H  12.51820  8.42496  11.89229
H  10.96728  8.88136  11.03657
H  13.55511  9.99769  12.97090
H  12.31037  11.10319  13.63325
H  14.15624  12.51460  14.48825
H  15.65686  14.44391  14.06505
H  16.22413  15.02190  11.67570
H  15.35159  13.64961  9.84550
C  16.75839  10.39097  11.58926
C  16.70307  10.50496  10.09492
N  15.64995  10.70732  9.30814
C  15.97437  11.05442  8.03143
C  17.32373  10.99668  7.79642
S  18.14937  10.60447  9.23152
C  14.85705  11.15755  7.11650
C  14.92081  11.30240  5.74323
S  13.34746  11.16871  5.02287
C  12.67490  10.99838  6.56411
N  13.56507  10.96559  7.55397
C  11.22634  10.73702  6.72714
H  17.72598  10.01517  11.87729
H  16.03886  9.72487  12.00753
H  16.58957  11.34026  12.05380
H  17.81596  11.17608  6.83485
H  15.76742  11.48395  5.16340
H  10.70847  11.40879  5.98699
H  10.99896  10.90892  7.78061
H  10.96220  9.71118  6.47767
C  6.82647  12.00851  11.36321
Sb  7.20691  11.80300  9.28218
C  5.61570  12.98184  8.54594
C  6.17978  9.92215  9.01378
H  5.75912  11.86888  11.43914
H  7.08448  12.98102  11.77240
H  7.39902  11.32145  11.97772
H  4.67650  12.80723  9.03677
H  5.45914  12.70048  7.46142
H  5.91314  13.99062  8.47381
H  6.81746  9.05820  8.91691
H  5.60414  9.98123  8.07402
H  5.44659  9.74619  9.78708
N  12.27828  15.33859  11.41751
C  12.46089  15.38876  9.97456
P  11.31693  14.09032  9.25864
O  10.26927  14.17046  10.27427
O  12.23575  12.95581  8.79929
C  10.55933  14.82114  7.78244
N  11.31889  14.36278  6.55385
H  11.24186  15.11696  11.58263
H  12.46344  16.23844  11.88688
H  12.83413  14.65880  11.92899
H  13.48621  15.22536  9.69474
H  12.00301  16.35560  9.68612
H  10.58004  15.88701  7.85556
H  9.52665  14.44738  7.76486
H  12.10661  14.98374  6.30724
H  10.73672  14.40908  5.69858
H  11.67618  13.38369  6.62847
C  10.78497  7.95841  8.73923
C  11.95183  7.25883  9.43707
P  13.44515  8.32042  9.55117
C  14.24366  7.85204  8.00902
C  14.61417  6.39866  7.82228
C  14.58102  7.66753  10.82754
C  14.28789  6.38078  11.58266
H  9.93333  7.26471  8.68646
H  10.96504  8.21590  7.70690
H  10.43125  8.89676  9.21050
H  12.27689  6.32294  8.95257
H  11.56565  7.01855  10.42244
H  15.17924  8.42752  7.82103
H  13.57657  8.20388  7.20896
H  15.04088  5.94101  8.70228
H  15.32828  6.30250  7.01690
H  13.77375  5.74644  7.55105
H  14.62030  8.48033  11.56242
H  15.60646  7.74081  10.37054
H  13.32138  6.37880  12.12246
H  15.04649  6.14181  12.33832
H  14.15688  5.53932  10.86919

Mulliken analysis output, partial charges in e: number 1, Fe, carries -0.155; number 2, C, carries -0.848; number 3, N, carries 0.778; number 4, C, carries -1.627; number 5, C, carries -1.473; number 6, C, carries 1.764; number 7, C, carries -0.776; number 8, C, carries -0.863; number 9, C, carries -0.881; number 10, C, carries -0.255; number 11, C, carries 0.600; number 12, H, carries 0.554; number 13, H, carries -0.166; number 14, H, carries 0.194; number 15, H, carries 0.456; number 16, H, carries 0.153; number 17, H, carries 0.261; number 18, H, carries 0.509; number 19, H, carries 0.566; number 20, H, carries 0.628; number 21, H, carries 0.407; number 22, H, carries 0.496; number 23, H, carries 0.467; number 24, C, carries -1.098; number 25, C, carries 0.043; number 26, N, carries 1.151; number 27, C, carries -0.934; number 28, C, carries -0.336; number 29, S, carries -0.137; number 30, C, carries -0.565; number 31, C, carries -0.758; number 32, S, carries -0.116; number 33, C, carries -0.302; number 34, N, carries 1.928; number 35, C, carries -0.732; number 36, H, carries 0.635; number 37, H, carries 0.189; number 38, H, carries 0.155; number 39, H, carries 0.451; number 40, H, carries 0.618; number 41, H, carries 0.561; number 42, H, carries -0.190; number 43, H, carries 0.280; number 44, C, carries -1.422; number 45, Sb, carries 0.462; number 46, C, carries -1.331; number 47, C, carries -1.212; number 48, H, carries 0.461; number 49, H, carries 0.412; number 50, H, carries 0.394; number 51, H, carries 0.400; number 52, H, carries 0.365; number 53, H, carries 0.415; number 54, H, carries 0.276; number 55, H, carries 0.363; number 56, H, carries 0.414; number 57, N, carries -0.005; number 58, C, carries -1.045; number 59, P, carries 1.196; number 60, O, carries -1.049; number 61, O, carries -0.487; number 62, C, carries -0.700; number 63, N, carries -0.093; number 64, H, carries 0.385; number 65, H, carries 0.455; number 66, H, carries -0.047; number 67, H, carries 0.157; number 68, H, carries 0.687; number 69, H, carries 0.530; number 70, H, carries 0.226; number 71, H, carries 0.397; number 72, H, carries 0.447; number 73, H, carries -0.138; number 74, C, carries -1.120; number 75, C, carries -1.002; number 76, P, carries 0.728; number 77, C, carries -0.187; number 78, C, carries -1.407; number 79, C, carries -0.167; number 80, C, carries -1.360; number 81, H, carries 0.531; number 82, H, carries 0.206; number 83, H, carries 0.153; number 84, H, carries 0.698; number 85, H, carries 0.526; number 86, H, carries 0.172; number 87, H, carries 0.242; number 88, H, carries 0.264; number 89, H, carries 0.457; number 90, H, carries 0.378; number 91, H, carries -0.381; number 92, H, carries 0.684; number 93, H, carries 0.256; number 94, H, carries 0.446; number 95, H, carries 0.341